An isolated molecule of CH2N2O2 at a distorted geometry. Source: the Open Molecules 2025 dataset; level of theory: the ωB97M-V functional and the def2-TZVPD basis.

Values from the calculation:
- SMILES = O=C/N=N/O
- gap between HOMO and LUMO (eV) = 10.619
- maximum force (eV/Å) = 4.22
- multiplicity = 1
- net charge = 0
- ΔE to the lowest compared entry with this formula, charge and spin (eV) = 4.389
- molecular weight (g mol⁻¹) = 74.0

Last columns: bonded neighbours and bond lengths (Å).
Geometry (Å):
1 O 2.120 0.251 0.621  C2 1.201
2 C 1.286 -0.302 -0.045  O1 1.201, N3 1.368, H6 1.278
3 N -0.010 0.122 -0.145  C2 1.368, N4 1.184
4 N -0.875 -0.027 0.650  N3 1.184, O5 1.332
5 O -2.122 0.320 0.339  N4 1.332, H7 1.048
6 H 1.749 -1.188 -0.840  C2 1.278
7 H -2.147 0.824 -0.579  O5 1.048